Entry one
Computed, not measured: an isolated ion of composition C3HINOS2 and charge -1, with ωB97M-V/def2-TZVPD.

spin multiplicity = 1
Kohn-Sham gap = 6.484 eV
total charge = -1
HOMO = -0.1340 Ha
structure (SMILES) = S=C=NO/C([S-])=C/I
molecular weight = 258.08 g mol⁻¹

Structure (XYZ):
```
9
Properties=species:S:1:pos:R:3:mulliken_charge:R:1
I 2.65423 -1.48961 -1.68174 -0.01
S -3.77193 -0.17768 0.14848 -0.48
S 1.75900 -0.61605 1.85199 -0.45
O -0.00486 0.94662 0.82709 -0.17
N -1.27124 0.81256 0.42420 -0.06
C -2.31668 0.24161 0.41973 0.33
C 1.38423 -0.06655 -0.85544 -0.58
C 1.04332 0.00400 0.45578 0.13
H 0.52392 0.34511 -1.59009 0.27
```



Entry two
Computed, not measured: a 2-piece molecular cluster, C3HINOS2 overall, with ωB97M-V/def2-TZVPD.

spin multiplicity = 1
Kohn-Sham gap = 6.333 eV
total charge = -1
HOMO = -0.1237 Ha
molecular weight = 258.08 g mol⁻¹

Structure (XYZ):
```
9
Properties=species:S:1:pos:R:3:mulliken_charge:R:1
I -0.15764 -0.35331 -2.46612 -0.15
S 0.97342 1.48719 0.40647 -0.34
S 0.89538 -2.97641 -0.56872 -0.38
O 2.05817 -1.36559 1.20550 -0.35
N -2.08810 1.52569 0.40322 -0.65
C -0.96650 1.05484 0.14594 -0.10
C 1.40095 -1.91472 0.42935 0.70
C -0.11781 0.09604 -0.23375 -0.01
H -1.99787 2.44626 0.67812 0.29
```



Of them, entry one has the lowest stability.



Entry one
Computed, not measured: a 2-piece molecular cluster, C9H14 overall, with ωB97M-V/def2-TZVPD.

spin multiplicity = 2
Kohn-Sham gap (spin up / spin down) = 8.810 / 5.322 eV
total charge = +1
HOMO (spin up / spin down) = -0.5014 / -0.5014 Ha
molecular weight = 122.21 g mol⁻¹

Structure (XYZ):
```
23
Properties=species:S:1:pos:R:3:mulliken_charge:R:1
C 0.41824 0.93622 -0.84719 0.75
C 2.13482 0.54109 0.95346 -0.50
C 2.64751 -0.15739 -1.31407 -0.40
C -1.73822 -1.40626 2.00206 -0.74
C -0.79539 1.32252 -1.61263 -1.30
C 0.82920 0.93413 0.44468 -0.16
C 1.38352 0.30429 -1.79355 -0.26
C -2.54938 -0.85082 0.85975 -0.72
C 3.03499 -0.12338 0.03069 -0.36
H -0.88333 1.40251 -2.69857 0.39
H -2.01380 -1.15013 -0.13493 0.22
H 3.96637 -0.50946 0.23130 0.49
H 2.59027 0.57369 1.96683 0.37
H 1.07799 0.23716 -2.91050 0.30
H -1.44711 0.52305 -1.43636 0.28
H -2.34411 -1.27381 2.91855 0.26
H -0.83761 -0.84126 2.11901 0.21
H -3.57247 -0.92693 0.84694 0.47
H 3.32940 -0.45670 -2.09664 0.37
H 0.12657 1.04801 1.17981 0.62
H -1.37867 2.18803 -1.12272 0.36
H -2.23476 0.19140 0.46442 0.07
H -1.74403 -2.50594 1.94965 0.29
```



Entry two
Computed, not measured: a 2-piece molecular cluster, C9H14 overall, with ωB97M-V/def2-TZVPD.

spin multiplicity = 2
Kohn-Sham gap (spin up / spin down) = 8.391 / 4.351 eV
total charge = +1
HOMO (spin up / spin down) = -0.4677 / -0.4676 Ha
molecular weight = 122.21 g mol⁻¹

Structure (XYZ):
```
23
Properties=species:S:1:pos:R:3:mulliken_charge:R:1
C -3.12304 -2.30645 1.90144 -0.82
C 1.43672 0.68495 -0.47355 1.10
C 2.50438 1.27209 -2.86006 -0.27
C 1.78776 2.27842 -2.27424 -0.46
C -3.18969 -0.81008 1.90324 -0.63
C 1.21413 1.96942 -1.01967 -0.33
C 2.58809 -0.04074 -2.32790 -0.26
C 1.99286 -0.40320 -1.13885 -0.52
C 0.87547 0.45037 0.93685 -1.35
H 0.64195 1.41079 1.42162 0.41
H 1.61921 3.21414 -2.80463 0.41
H 2.99027 -0.83516 -2.93925 0.39
H 1.99629 -1.39829 -0.73963 0.44
H -4.17395 -0.40142 1.63972 0.31
H -2.54557 -0.28356 1.16168 0.07
H 0.99828 2.78022 -0.28030 0.30
H -2.28805 -2.72060 2.50566 0.23
H -0.08943 -0.04787 0.82122 0.33
H 3.11680 1.52003 -3.73780 0.39
H -2.82683 -0.43312 2.85688 0.25
H -3.58809 -2.69234 2.86666 0.24
H -3.47694 -2.97187 1.13247 0.34
H 1.53937 -0.23572 1.44847 0.41
```



Of them, entry one has the lowest stability.



Entry one
Computed, not measured: a 2-piece molecular cluster, C9H14 overall, with ωB97M-V/def2-TZVPD.

spin multiplicity = 2
Kohn-Sham gap (spin up / spin down) = 9.377 / 5.576 eV
total charge = +1
HOMO (spin up / spin down) = -0.5133 / -0.5133 Ha
molecular weight = 122.21 g mol⁻¹

Structure (XYZ):
```
23
Properties=species:S:1:pos:R:3:mulliken_charge:R:1
C -1.57936 3.49538 -0.90022 -0.76
C 1.80864 -0.60814 -0.95601 -0.35
C 2.64952 -1.25134 0.06520 -0.31
C -1.57545 -1.25802 0.36779 -1.08
C -2.81590 2.71964 -0.45415 -0.78
C 0.69323 -1.50980 1.37850 -0.24
C -0.11884 -0.93390 0.37539 0.91
C 2.08219 -1.67470 1.22403 -0.56
C 0.46752 -0.43540 -0.77940 -0.41
H -3.68430 3.36452 -0.55033 0.31
H -1.79650 4.55213 -0.80051 0.31
H -2.17754 -0.46120 -0.06961 0.20
H -0.73736 3.26717 -0.24134 0.21
H -2.94548 1.66436 -0.69219 0.19
H 2.54037 -2.39050 1.89639 0.39
H 0.29289 -1.87573 2.31663 0.39
H 3.71852 -1.22326 -0.10175 0.40
H -1.72483 -2.23326 -0.10214 0.36
H -2.70245 2.52128 0.62783 0.25
H -1.19616 3.21289 -1.88479 0.25
H -0.10846 -0.13855 -1.64683 0.47
H 2.38477 -0.30952 -1.82357 0.41
H -2.07220 -1.30128 1.34433 0.40
```



Entry two
Computed, not measured: a 2-piece molecular cluster, C9H14 overall, with ωB97M-V/def2-TZVPD.

spin multiplicity = 2
Kohn-Sham gap (spin up / spin down) = 9.382 / 5.471 eV
total charge = +1
HOMO (spin up / spin down) = -0.5108 / -0.5108 Ha
molecular weight = 122.21 g mol⁻¹

Structure (XYZ):
```
23
Properties=species:S:1:pos:R:3:mulliken_charge:R:1
C -0.37014 1.25168 2.32048 -1.30
C -0.78925 1.05174 -1.40199 -0.46
C -1.88046 -0.34839 0.79746 -0.32
C -1.82639 0.09861 -1.52598 -0.23
C -0.26890 1.28095 -0.10625 -0.26
C -2.45276 -0.50167 -0.44152 -0.38
C 3.54107 -0.73629 -0.38591 -0.59
C -0.85134 0.67673 1.00021 0.98
C 3.05185 -2.26653 -0.48853 -0.94
H -2.43667 -0.72427 1.71388 0.36
H -2.33821 0.16931 -2.45257 0.40
H 4.70974 -0.62349 -0.36888 0.29
H 0.68268 1.93017 -0.02262 0.31
H 3.48454 -2.62153 -1.47826 0.28
H 1.99298 -2.39043 -0.62983 0.26
H 3.17949 -0.32033 -1.35223 0.22
H 0.57629 0.83921 2.71995 0.33
H -3.41956 -0.93224 -0.52276 0.39
H -0.11066 2.25789 2.26640 0.43
H 3.50940 -3.01163 0.14030 0.35
H 3.17906 -0.46046 0.62095 0.15
H -0.72232 1.77194 -2.23780 0.37
H -1.20883 1.07496 2.99562 0.37
```



Of them, entry two has the lowest stability.



Entry one
Computed, not measured: one molecule with the formula C4H8N2, with ωB97M-V/def2-TZVPD.

spin multiplicity = 1
Kohn-Sham gap = 9.109 eV
total charge = 0
HOMO = -0.2921 Ha
structure (SMILES) = C/C=N/N1CC1
molecular weight = 84.12 g mol⁻¹

Structure (XYZ):
```
14
Properties=species:S:1:pos:R:3:mulliken_charge:R:1
N -0.14264 -0.34956 -0.32939 -0.26
N 1.00271 -0.01115 -0.65760 -0.22
C 2.26749 -0.78957 0.00214 -0.44
C -2.71968 -0.27656 0.13663 -0.65
C 1.95654 0.67052 0.22900 -0.37
C -1.26888 0.30679 -0.31545 -0.13
H 1.74698 1.05488 1.25418 0.27
H -1.12983 1.46896 -0.59194 0.31
H -3.20244 0.65783 0.73774 0.23
H 1.67447 -1.51888 0.86061 0.28
H -2.59691 -1.38884 0.65254 0.26
H -3.20867 -0.11480 -0.99529 0.21
H 2.70469 1.38008 -0.22314 0.21
H 2.91616 -1.08968 -0.76002 0.29
```



Entry two
Computed, not measured: one molecule with the formula C4H8N2, with ωB97M-V/def2-TZVPD.

spin multiplicity = 1
Kohn-Sham gap = 9.288 eV
total charge = 0
HOMO = -0.3056 Ha
structure (SMILES) = [H]/N=C(C)\C=C/N
molecular weight = 84.12 g mol⁻¹

Structure (XYZ):
```
14
Properties=species:S:1:pos:R:3:mulliken_charge:R:1
N 1.88428 0.80830 -0.30860 -0.51
N -1.24388 1.26318 -0.46038 -0.70
C 1.36289 -0.42138 -0.64605 -0.15
C -0.99752 0.05272 -0.12980 0.52
C 0.09203 -0.84514 -0.53805 -0.57
C -1.40075 -0.44406 1.33988 -1.03
H 2.09952 -1.08581 -1.09212 0.34
H 1.19712 1.52477 -0.07638 0.29
H -1.16461 0.35890 2.04046 0.26
H -0.83947 1.47041 -1.37981 0.30
H -0.17551 -1.86745 -0.77557 0.36
H 2.61342 1.14856 -0.92879 0.23
H -0.94439 -1.37816 1.66943 0.33
H -2.48311 -0.58483 1.28580 0.33
```



Of them, entry one has the lowest stability.



Entry one
Computed, not measured: one molecule with the formula C4H8N2, with ωB97M-V/def2-TZVPD.

spin multiplicity = 1
Kohn-Sham gap = 9.495 eV
total charge = 0
HOMO = -0.3104 Ha
structure (SMILES) = C1N[C@H]1[C@H]1CN1
molecular weight = 84.12 g mol⁻¹

Structure (XYZ):
```
14
Properties=species:S:1:pos:R:3:mulliken_charge:R:1
N -0.81724 0.76011 0.88623 -0.50
N 1.13566 -1.23840 0.35090 -0.66
C -0.36979 0.63944 -0.46910 -0.23
C 1.96404 -0.10342 -0.05253 -0.58
C 0.67894 -0.36508 -0.73310 0.09
C -1.78464 -0.03783 0.18628 -0.52
H 0.68847 -0.81658 -1.72437 0.36
H -2.79425 0.38976 0.07386 0.33
H 2.00031 0.76521 0.60681 0.23
H -1.76784 -1.10662 0.35878 0.23
H 0.62597 -0.96401 1.19460 0.35
H 2.89097 -0.34204 -0.56500 0.28
H -1.18154 1.68873 1.06258 0.28
H -1.26906 0.73074 -1.17591 0.34
```



Entry two
Computed, not measured: a 2-piece molecular cluster, C4H8N2 overall, with ωB97M-V/def2-TZVPD.

spin multiplicity = 1
Kohn-Sham gap = 9.544 eV
total charge = 0
HOMO = -0.3539 Ha
molecular weight = 84.12 g mol⁻¹

Structure (XYZ):
```
14
Properties=species:S:1:pos:R:3:mulliken_charge:R:1
N 0.87979 2.72184 -1.04086 -0.53
N -0.43161 0.27055 -0.24951 -0.19
C 0.37563 -0.79568 0.32643 -0.34
C -0.66528 0.40229 -1.54937 -0.38
C 0.78387 1.90147 -1.87455 -0.02
C -0.00919 -0.99355 1.78654 -1.16
H 0.20466 -1.71040 -0.25256 0.33
H -0.69340 -0.52841 -2.12845 0.30
H -1.06302 -1.27508 1.87811 0.32
H 0.60353 -1.77635 2.24069 0.35
H -1.31531 1.19404 -1.87713 0.32
H 1.43742 -0.52721 0.23066 0.28
H 0.15004 -0.07105 2.35565 0.33
H -0.25712 1.18754 0.15435 0.37
```



Of them, entry one has the lowest stability.



Entry one
Computed, not measured: C4H8N2 as an isolated structure, with ωB97M-V/def2-TZVPD.

spin multiplicity = 1
Kohn-Sham gap = 9.447 eV
total charge = 0
HOMO = -0.3066 Ha
molecular weight = 84.12 g mol⁻¹

Structure (XYZ):
```
14
Properties=species:S:1:pos:R:3:mulliken_charge:R:1
N -1.28371 0.37582 1.36553 -0.47
N 1.60754 -1.00974 0.15854 -0.46
C 0.62744 0.22674 -1.18910 -0.33
C 1.58402 0.46658 -0.04523 -0.24
C -2.20517 0.15057 0.52624 -0.29
C 0.66553 -1.07830 -0.90755 -0.46
H 0.22065 -1.97768 -1.30759 0.41
H -1.17883 1.38166 1.50739 0.23
H 1.24295 -1.29010 1.06349 0.30
H -2.81303 0.91947 0.03768 0.24
H 2.56360 0.86274 -0.31056 0.23
H 0.19005 0.85022 -1.95632 0.38
H -2.41724 -0.87993 0.23751 0.29
H 1.19619 1.00195 0.81999 0.17
```



Entry two
Computed, not measured: a 2-piece molecular cluster, C4H8N2 overall, with ωB97M-V/def2-TZVPD.

spin multiplicity = 1
Kohn-Sham gap = 9.932 eV
total charge = 0
HOMO = -0.3287 Ha
structure (SMILES) = C=C=N.C=NC
molecular weight = 84.12 g mol⁻¹

Structure (XYZ):
```
14
Properties=species:S:1:pos:R:3:mulliken_charge:R:1
N -1.21877 -0.66006 1.82022 -0.59
N -0.13108 -0.54382 -1.10557 -0.42
C -0.00869 -1.77128 -1.38326 -0.22
C -0.96052 0.53683 1.73933 0.58
C 1.08280 0.25643 -1.05683 -0.85
C -0.69678 1.82113 1.72193 -0.86
H 0.84289 1.29748 -1.28731 0.27
H -1.48695 2.53282 1.51607 0.23
H 0.95545 -2.25871 -1.58259 0.26
H 0.31154 2.17571 1.89934 0.27
H -1.13117 -1.12072 0.91137 0.37
H -0.90170 -2.39869 -1.41048 0.30
H 1.48117 0.23300 -0.03639 0.25
H 1.86181 -0.10012 -1.74583 0.41
```



Entry three
Computed, not measured: one molecule with the formula C4H8N2, with ωB97M-V/def2-TZVPD.

spin multiplicity = 1
Kohn-Sham gap = 10.530 eV
total charge = 0
HOMO = -0.3544 Ha
structure (SMILES) = CN[C@@H](C)C#N
molecular weight = 84.12 g mol⁻¹

Structure (XYZ):
```
14
Properties=species:S:1:pos:R:3:mulliken_charge:R:1
N 0.48902 0.22834 0.84092 -0.44
N -0.59247 -3.00519 0.80603 -0.44
C -0.46285 -1.92935 0.40158 0.09
C 0.13220 1.64057 0.86547 -0.91
C 0.27657 -0.54624 -1.50161 -1.21
C -0.33165 -0.54459 -0.09414 0.54
H 0.82263 2.17132 1.52776 0.33
H 0.39787 -0.15576 1.77525 0.27
H -1.36190 -0.14668 -0.15167 0.18
H 0.23985 2.07168 -0.13589 0.29
H 0.40946 0.48210 -1.85077 0.31
H -0.37553 -1.06800 -2.20913 0.36
H 1.25528 -1.03285 -1.48427 0.31
H -0.89847 1.83465 1.21046 0.32
```



Entry four
Computed, not measured: C4H8N2 as an isolated structure, with ωB97M-V/def2-TZVPD.

spin multiplicity = 1
Kohn-Sham gap = 9.752 eV
total charge = 0
HOMO = -0.3252 Ha
molecular weight = 84.12 g mol⁻¹

Structure (XYZ):
```
14
Properties=species:S:1:pos:R:3:mulliken_charge:R:1
N 0.94371 -1.35212 0.04728 -0.57
N -0.93084 0.34327 1.73151 -0.63
C -0.07279 -0.08507 -1.85236 -1.15
C 0.17547 0.53888 0.80256 -0.02
C -0.20900 -0.71522 -0.48589 0.12
C 1.30353 -0.40147 0.84700 -0.17
H -0.91933 0.57362 -2.06196 0.28
H 0.44737 1.58405 0.61975 0.34
H -0.07593 -0.86921 -2.61920 0.34
H 0.85227 0.48709 -1.94185 0.28
H -1.83134 0.60049 1.34250 0.21
H -0.81475 0.88117 2.58617 0.23
H -1.12475 -1.30849 -0.38252 0.38
H 2.25638 -0.27699 1.36702 0.36
```



Of them, entry one has the lowest stability.